[1]
Computed, not measured: 6 unconnected molecules or ions with the total composition C28H76BrN5O5 in a non-equilibrium geometry, with ωB97M-V/def2-TZVPD.

Output
* calculated total energy: -4334.87458 hartree
* highest occupied orbital energy: -18.137 eV
* molecular weight: 642.85 g/mol
* HOMO-LUMO gap: 9.60 eV
* net charge: +4

CARTESIAN COORDINATES (ANGSTROEM)
C1 1.18 -4.07 -1.05
C2 1.43 -2.55 -1.43
N1 2.01 -2.30 -2.84
C3 2.48 -0.79 -2.97
C4 3.25 -3.24 -3.12
C5 4.33 -3.20 -2.03
C6 0.91 -2.64 -3.87
C7 1.13 -2.86 -5.29
O1 1.56 -1.64 -5.83
C8 1.81 -1.66 -7.26
H1 1.23 -4.21 0.03
H2 1.72 -4.94 -1.42
H3 0.17 -4.31 -1.40
H4 2.06 -2.10 -0.67
H5 0.52 -1.96 -1.45
H6 1.59 -0.15 -3.00
H7 3.08 -0.62 -3.87
H8 3.21 -0.76 -2.16
H9 3.58 -2.93 -4.11
H10 2.78 -4.22 -3.26
H11 5.15 -3.89 -2.20
H12 4.00 -3.60 -1.07
H13 4.86 -2.27 -1.80
H14 0.10 -1.95 -3.66
H15 0.36 -3.55 -3.63
H16 0.12 -3.09 -5.61
H17 1.90 -3.61 -5.46
H18 2.45 -0.86 -7.65
H19 0.93 -1.75 -7.90
H20 2.40 -2.54 -7.54
C9 -1.19 1.83 6.46
N2 -0.64 2.11 5.09
C10 -1.73 2.71 4.09
C11 0.44 3.23 5.31
C12 0.15 0.92 4.42
C13 -0.88 -0.28 4.28
O2 -0.30 -1.28 3.48
H21 -0.48 1.23 7.03
H22 -1.98 1.10 6.29
H23 -1.62 2.69 6.97
H24 -2.19 3.60 4.51
H25 -2.45 1.92 3.85
H26 -1.19 2.92 3.17
H27 1.06 2.93 6.16
H28 0.03 4.21 5.56
H29 1.06 3.45 4.45
H30 1.04 0.61 4.95
H31 0.40 1.26 3.41
H32 -1.81 -0.10 3.74
H33 -1.11 -0.74 5.24
H34 -0.40 -1.08 2.54
C14 -3.22 -5.11 -0.03
N3 -3.08 -3.66 0.31
C15 -1.82 -3.56 1.19
C16 -2.88 -2.90 -1.09
C17 -4.40 -3.14 0.94
C18 -4.21 -1.85 1.78
O3 -3.55 -2.22 2.92
H35 -3.72 -5.74 0.70
H36 -2.32 -5.55 -0.46
H37 -3.81 -5.14 -0.95
H38 -1.67 -2.57 1.62
H39 -0.95 -3.88 0.60
H40 -2.01 -4.35 1.91
H41 -1.90 -3.03 -1.55
H42 -2.85 -1.84 -0.86
H43 -3.71 -3.19 -1.74
H44 -4.73 -3.94 1.60
H45 -5.12 -3.03 0.12
H46 -5.23 -1.67 2.11
H47 -3.77 -0.98 1.29
H48 -3.70 -1.52 3.56
C19 -3.66 3.87 -2.13
N4 -2.30 3.73 -1.43
C20 -1.44 2.64 -2.12
C21 -1.61 5.06 -1.62
C22 -2.56 3.38 0.08
C23 -3.24 2.06 0.40
O4 -4.60 2.16 0.09
H49 -3.93 2.83 -2.31
H50 -3.52 4.47 -3.03
H51 -4.24 4.42 -1.40
H52 -1.97 1.70 -1.96
H53 -0.50 2.61 -1.57
H54 -1.32 2.95 -3.16
H55 -2.21 5.78 -1.07
H56 -1.65 5.32 -2.68
H57 -0.65 4.94 -1.13
H58 -2.99 4.34 0.34
H59 -1.58 3.52 0.53
H60 -3.22 1.76 1.45
H61 -3.03 1.11 -0.09
H62 -4.81 1.30 -0.28
C24 1.77 2.80 1.15
N5 3.13 2.44 0.55
C25 2.91 1.36 -0.53
C26 3.68 3.69 -0.12
C27 4.12 1.88 1.59
C28 5.34 1.14 1.10
O5 5.07 -0.19 0.53
H63 1.73 3.64 1.84
H64 1.53 1.85 1.63
H65 1.12 3.08 0.32
H66 2.69 0.38 -0.10
H67 3.72 1.37 -1.26
H68 2.11 1.70 -1.18
H69 4.77 3.72 -0.20
H70 3.43 4.52 0.53
H71 3.18 3.86 -1.07
H72 3.56 1.28 2.31
H73 4.45 2.80 2.06
H74 6.01 1.13 1.96
H75 5.80 1.83 0.38
H76 5.48 -0.24 -0.33
Br1 -0.44 -0.12 0.51

[2]
Computed, not measured: 2 unconnected molecules or ions with the total composition C2H7N3 in a non-equilibrium geometry, with ωB97M-V/def2-TZVPD.

Output
* calculated total energy: -244.57829 hartree
* highest occupied orbital energy (spin up / spin down): 1.279 / -5.482 eV
* molecular weight: 73.10 g/mol
* multiplicity: 2
* HOMO-LUMO gap (spin up / spin down): 2.65 / 9.24 eV
* ΔE to the lowest compared entry with this formula, charge and spin: 21.3 kcal/mol
* net charge: -1

CARTESIAN COORDINATES (ANGSTROEM)
C1 1.36 2.23 -0.72
N1 0.16 2.28 -0.37
H1 1.94 3.18 -0.94
H2 1.97 1.28 -0.81
H3 -0.11 1.32 -0.09
N2 -1.05 -1.81 1.32
C2 -0.55 -1.75 0.06
N3 0.12 -0.75 -0.35
H4 -1.16 -0.92 1.79
H5 -1.82 -2.49 1.38
H6 -0.55 -2.74 -0.52
H7 0.62 -0.65 -1.22

[3]
Computed, not measured: a molecular structure, C37H37F5HgP2 in a non-equilibrium geometry, with ωB97M-V/def2-TZVPD.

Output
* calculated total energy: -2767.36041 hartree
* highest occupied orbital energy: -7.892 eV
* molecular weight: 839.23 g/mol
* HOMO-LUMO gap: 6.57 eV

CARTESIAN COORDINATES (ANGSTROEM)
Hg1 3.54 1.86 -0.51
C1 5.75 -2.02 2.49
C2 4.75 -2.63 1.85
C3 3.56 -3.28 2.48
C4 2.49 -2.28 2.90
C5 2.85 -1.38 4.03
C6 3.89 -1.45 4.88
C7 4.96 -2.51 4.93
C8 6.13 -2.30 3.90
C9 3.64 2.38 1.59
H1 6.36 -1.21 2.03
H2 4.82 -2.84 0.79
H3 3.87 -3.94 3.29
H4 3.09 -3.94 1.74
H5 2.16 -1.65 2.04
H6 1.58 -2.86 3.12
H7 2.09 -0.61 4.21
H8 3.97 -0.68 5.65
H9 4.54 -3.52 4.84
H10 5.42 -2.45 5.93
H11 6.72 -1.42 4.17
H12 6.77 -3.19 4.01
H13 4.60 2.90 1.76
H14 3.69 1.46 2.18
H15 2.80 3.01 1.92
P1 -1.99 0.32 -2.91
P2 -3.51 1.83 -0.50
C10 -3.07 -0.58 -1.77
C11 -3.83 0.08 -0.85
C12 -2.66 -0.29 -4.53
C13 -3.42 -1.46 -4.67
C14 -3.87 -1.87 -5.93
C15 -3.62 -1.08 -7.06
C16 -2.92 0.13 -6.92
C17 -2.45 0.53 -5.66
C18 -0.46 -0.63 -2.60
C19 0.18 -0.42 -1.37
C20 1.36 -1.11 -1.07
C21 1.89 -2.01 -1.99
C22 1.26 -2.21 -3.22
C23 0.11 -1.50 -3.54
C24 -5.30 2.32 -0.35
C25 -6.08 2.28 -1.52
C26 -7.45 2.57 -1.47
C27 -8.04 2.93 -0.25
C28 -7.26 2.99 0.91
C29 -5.89 2.71 0.86
C30 -3.01 1.74 1.27
C31 -2.42 2.89 1.83
C32 -2.09 2.91 3.19
C33 -2.32 1.77 3.98
C34 -2.86 0.62 3.41
C35 -3.17 0.59 2.04
H16 -3.06 -1.68 -1.85
H17 -4.65 -0.39 -0.29
H18 -3.66 -2.07 -3.79
H19 -4.44 -2.79 -6.03
H20 -3.97 -1.40 -8.05
H21 -2.74 0.76 -7.79
H22 -1.92 1.48 -5.55
H23 -0.27 0.26 -0.63
H24 1.88 -0.93 -0.13
H25 2.82 -2.54 -1.76
H26 1.68 -2.91 -3.95
H27 -0.38 -1.64 -4.51
H28 -5.62 1.97 -2.47
H29 -8.05 2.53 -2.37
H30 -9.10 3.18 -0.21
H31 -7.72 3.27 1.86
H32 -5.30 2.77 1.78
H33 -2.24 3.77 1.21
H34 -1.66 3.81 3.63
H35 -2.06 1.79 5.04
H36 -3.02 -0.28 4.01
H37 -3.54 -0.33 1.59
F1 6.47 3.31 -0.95
C36 6.00 2.06 -1.20
F2 6.14 1.78 -2.52
C37 6.67 0.96 -0.37
F3 7.96 0.62 -0.70
F4 6.67 1.33 0.94
F5 5.92 -0.18 -0.47

[4]
Computed, not measured: C10H13ClO2S in the gas phase in a non-equilibrium geometry, with ωB97M-V/def2-TZVPD.

Output
* calculated total energy: -1397.46385 hartree
* highest occupied orbital energy (spin up / spin down): -6.128 / -9.290 eV
* molecular weight: 232.73 g/mol
* multiplicity: 3
* HOMO-LUMO gap (spin up / spin down): 6.30 / 6.32 eV

CARTESIAN COORDINATES (ANGSTROEM)
C1 0.48 -2.25 -0.17
C2 -0.68 -1.64 -0.55
C3 1.76 -1.59 -0.12
C4 -0.77 -0.31 -0.93
C5 0.47 0.37 1.80
C6 1.26 0.60 0.83
C7 2.06 -0.32 0.15
C8 -1.79 0.56 -0.65
C9 3.55 0.20 -0.05
C10 -1.71 2.12 -0.98
O1 -3.57 1.28 1.17
O2 -2.92 -1.10 1.11
S1 -3.11 0.12 0.41
Cl1 -4.66 -0.28 -0.90
H1 0.57 -3.30 0.05
H2 -1.60 -2.28 -0.62
H3 2.52 -2.29 -0.49
H4 0.23 -0.04 -1.37
H5 -0.03 1.18 2.20
H6 0.19 -0.65 2.15
H7 1.46 1.62 0.50
H8 4.13 -0.14 0.74
H9 3.51 1.28 -0.13
H10 4.00 -0.35 -1.00
H11 -2.28 2.15 -1.94
H12 -0.69 2.39 -0.95
H13 -2.36 2.70 -0.25

[5]
Computed, not measured: C6H12N2 in the gas phase in a non-equilibrium geometry, with ωB97M-V/def2-TZVPD.

Output
* calculated total energy: -345.16899 hartree
* highest occupied orbital energy: -7.713 eV
* molecular weight: 112.18 g/mol
* HOMO-LUMO gap: 8.72 eV
* ΔE to the lowest compared entry with this formula, charge and spin: 99.7 kcal/mol

CARTESIAN COORDINATES (ANGSTROEM)
C1 2.28 0.60 0.18
C2 3.26 0.49 -0.67
C3 1.50 -0.57 0.71
C4 0.35 -0.78 -0.20
C5 -2.32 -0.99 -0.58
C6 -2.53 1.20 0.43
N1 -0.53 0.31 0.10
N2 -1.77 0.05 -0.05
H1 3.73 1.34 -1.04
H2 3.73 -0.29 -1.20
H3 2.08 -1.47 0.78
H4 1.11 -0.26 1.67
H5 0.70 -0.76 -1.20
H6 0.00 -1.74 0.20
H7 -3.35 -1.11 -0.47
H8 -1.71 -1.90 -0.84
H9 1.97 1.59 0.38
H10 -1.86 1.81 1.05
H11 -3.27 1.69 -0.31
H12 -3.37 0.79 1.07

[6]
Computed, not measured: a molecular structure, C46H52N7PS2SiTi, with ωB97M-V/def2-TZVPD.

Output
* calculated total energy: -4444.03456 hartree
* highest occupied orbital energy (spin up / spin down): -9.108 / -9.004 eV
* molecular weight: 874.03 g/mol
* multiplicity: 2
* HOMO-LUMO gap (spin up / spin down): 5.92 / 5.68 eV
* ΔE to the lowest compared entry with this formula, charge and spin: 0.0 kcal/mol
* net charge: +1

CARTESIAN COORDINATES (ANGSTROEM)
Ti1 0.13 0.34 0.02
S1 -0.48 -6.22 4.14
N1 -1.33 -4.86 4.23
C1 -0.78 -4.01 3.38
C2 -1.21 -2.65 3.14
C3 -2.23 -2.05 3.87
C4 -2.51 -0.73 3.63
C5 -1.82 -0.07 2.63
N2 -0.88 -0.63 1.87
C6 -0.54 -1.91 2.16
C7 0.61 -2.46 1.46
N3 1.24 -1.64 0.58
C8 2.34 -2.11 0.01
C9 2.86 -3.39 0.23
C10 2.21 -4.23 1.09
C11 1.07 -3.75 1.74
C12 0.33 -4.55 2.69
N4 0.61 -5.80 3.03
H1 -2.75 -2.63 4.62
H2 -3.27 -0.20 4.19
H3 -2.03 0.97 2.43
H4 2.86 -1.47 -0.68
H5 3.75 -3.69 -0.30
H6 2.55 -5.23 1.29
N5 2.93 1.05 1.79
P1 1.35 1.63 2.11
C13 1.50 3.44 2.21
C14 2.73 4.09 2.20
C15 2.79 5.47 2.24
C16 1.62 6.21 2.30
C17 0.39 5.57 2.30
C18 0.33 4.19 2.24
C19 1.11 1.07 3.82
C20 1.47 -0.23 4.15
C21 1.16 -0.75 5.40
C22 0.48 0.03 6.32
C23 0.13 1.33 6.00
C24 0.44 1.86 4.75
C25 3.33 0.91 0.48
C26 4.69 0.93 0.14
C27 5.05 0.79 -1.18
C28 4.06 0.68 -2.15
C29 2.75 0.68 -1.74
N6 2.37 0.76 -0.45
H7 3.67 1.18 2.47
H8 3.66 3.52 2.15
H9 3.75 5.97 2.24
H10 1.66 7.30 2.33
H11 -0.53 6.15 2.33
H12 -0.63 3.69 2.22
H13 2.01 -0.84 3.44
H14 1.46 -1.76 5.65
H15 0.24 -0.37 7.30
H16 -0.39 1.95 6.73
H17 0.17 2.88 4.52
H18 5.43 1.05 0.92
H19 6.09 0.80 -1.46
H20 4.29 0.60 -3.20
H21 1.94 0.60 -2.45
S2 -1.79 1.89 0.34
C30 -0.87 3.03 -0.59
C31 -1.26 4.35 -0.83
C32 -0.43 5.16 -1.57
C33 0.78 4.65 -2.04
C34 1.09 3.34 -1.76
N7 0.28 2.53 -1.06
H22 -2.21 4.70 -0.44
H23 -0.71 6.18 -1.78
H24 1.46 5.25 -2.61
H25 2.02 2.91 -2.11
C35 1.12 -2.16 -2.96
C36 -0.14 -1.56 -3.60
C37 0.34 -0.37 -4.46
C38 -0.68 -2.63 -4.56
Si1 -1.36 -0.89 -2.20
C39 -2.36 -2.44 -1.50
C40 -3.09 -2.08 -0.20
C41 -3.41 -3.06 -2.43
C42 -1.37 -3.57 -1.17
C43 -2.68 0.26 -3.11
C44 -3.20 -0.33 -4.44
C45 -3.92 0.49 -2.23
C46 -2.12 1.65 -3.45
H26 1.86 -2.40 -3.74
H27 0.92 -3.08 -2.41
H28 1.58 -1.46 -2.28
H29 1.23 -0.65 -5.02
H30 0.57 0.52 -3.86
H31 -0.41 -0.06 -5.18
H32 0.08 -2.85 -5.32
H33 -1.58 -2.32 -5.09
H34 -0.89 -3.57 -4.05
H35 -3.94 -1.42 -0.37
H36 -2.45 -1.58 0.52
H37 -3.48 -2.99 0.27
H38 -4.25 -2.40 -2.61
H39 -3.81 -3.96 -1.96
H40 -3.00 -3.36 -3.40
H41 -0.50 -3.21 -0.62
H42 -1.00 -4.06 -2.07
H43 -1.86 -4.33 -0.56
H44 -3.59 -1.34 -4.34
H45 -2.44 -0.33 -5.22
H46 -4.02 0.31 -4.80
H47 -4.53 -0.40 -2.13
H48 -4.55 1.25 -2.71
H49 -3.67 0.85 -1.23
H50 -1.27 1.62 -4.13
H51 -1.84 2.20 -2.56
H52 -2.91 2.23 -3.95

[7]
Computed, not measured: a molecular structure, C28H33N5O11STi, with ωB97M-V/def2-TZVPD.

Output
* calculated total energy: -3435.87869 hartree
* highest occupied orbital energy: -8.549 eV
* molecular weight: 695.53 g/mol
* HOMO-LUMO gap: 7.42 eV
* ΔE to the lowest compared entry with this formula, charge and spin: 50.1 kcal/mol

CARTESIAN COORDINATES (ANGSTROEM)
Ti1 -0.25 -0.75 -0.26
C1 3.83 -0.01 0.20
C2 2.57 -0.05 -0.62
O1 1.44 0.06 0.08
C3 2.54 -0.13 -1.97
C4 1.19 -0.11 -2.50
C5 0.62 1.10 -3.15
N1 0.36 -1.10 -2.26
N2 0.88 -2.41 -2.18
C6 0.87 -3.04 -1.06
O2 0.60 -2.53 0.12
C7 1.16 -4.50 -1.11
C8 0.95 -5.29 0.01
C9 1.21 -6.65 -0.04
C10 1.71 -7.23 -1.20
C11 1.93 -6.44 -2.32
C12 1.66 -5.08 -2.28
H1 3.69 0.62 1.07
H2 4.06 -1.02 0.55
H3 4.68 0.34 -0.39
H4 3.43 0.00 -2.57
H5 0.87 1.05 -4.22
H6 -0.47 1.11 -3.06
H7 1.05 2.02 -2.75
H8 0.56 -4.83 0.91
H9 1.03 -7.26 0.84
H10 1.92 -8.29 -1.23
H11 2.32 -6.88 -3.22
H12 1.82 -4.46 -3.15
O3 -3.95 -2.53 0.02
C13 -2.96 -1.91 0.33
O4 -1.87 -1.82 -0.39
C14 -2.85 -1.19 1.68
C15 -1.55 -1.64 2.37
C16 -1.56 -1.28 3.85
C17 -1.40 0.26 3.80
C18 -1.28 0.53 2.30
O5 -0.59 -0.68 1.84
C19 -2.64 0.36 1.61
C20 -2.56 0.95 0.20
O6 -3.44 1.59 -0.30
O7 -1.38 0.74 -0.38
H13 -3.73 -1.44 2.27
H14 -1.20 -2.64 2.12
H15 -0.73 -1.75 4.37
H16 -2.48 -1.60 4.33
H17 -0.49 0.58 4.32
H18 -2.24 0.80 4.23
H19 -0.71 1.40 1.99
H20 -3.45 0.87 2.13
C21 2.46 9.27 -0.32
C22 1.74 9.34 1.02
S1 1.06 7.79 1.57
O8 0.61 7.98 2.92
O9 0.15 7.30 0.57
C23 2.45 6.64 1.67
C24 2.74 5.80 0.42
N3 1.70 4.82 0.11
C25 1.42 3.73 0.87
N4 0.39 3.06 0.40
C26 -0.05 3.73 -0.69
C27 0.75 4.82 -0.89
N5 0.66 5.75 -1.96
O10 1.61 6.50 -2.17
O11 -0.33 5.69 -2.66
C28 2.20 3.30 2.06
H21 2.72 10.28 -0.64
H22 1.83 8.82 -1.09
H23 3.39 8.70 -0.25
H24 0.85 9.97 0.97
H25 2.37 9.70 1.83
H26 2.20 6.01 2.52
H27 3.32 7.22 1.95
H28 3.67 5.26 0.58
H29 2.87 6.43 -0.46
H30 -0.89 3.41 -1.28
H31 3.27 3.46 1.93
H32 2.02 2.24 2.21
H33 1.88 3.83 2.97

[8]
Computed, not measured: C3H8BNO2 in the gas phase in a non-equilibrium geometry, with ωB97M-V/def2-TZVPD.

Output
* calculated total energy: -349.26172 hartree
* highest occupied orbital energy: -9.398 eV
* SMILES: [H]/N=C(/C)CB(O)O
* molecular weight: 100.91 g/mol
* HOMO-LUMO gap: 9.50 eV
* ΔE to the lowest compared entry with this formula, charge and spin: 16.9 kcal/mol

CARTESIAN COORDINATES (ANGSTROEM)
B1 0.83 1.35 0.71
C1 -0.92 -0.57 -0.09
C2 -2.33 -1.01 0.11
C3 -0.66 0.87 0.36
N1 -0.13 -1.28 -0.80
O1 1.13 2.04 1.79
O2 1.81 0.72 -0.04
H1 -2.72 -0.29 -0.56
H2 -2.54 -1.99 -0.28
H3 -2.70 -0.87 1.15
H4 -0.99 1.42 -0.59
H5 -1.46 1.14 1.31
H6 0.66 -0.67 -1.04
H7 2.04 2.13 2.12
H8 2.63 1.04 0.31